# 1
174
Properties=species:S:1:pos:R:3 method="wB97M-V/def2-TZVPD" spin_multiplicity=1 orbital_gap_ev=2.507 charge=+1 largest_force_ha_per_bohr=0.063 total_energy_ha=-3860.51924 de_lowest_kcal_mol=49.56
Ba -5.374 -2.648 -0.692
C 2.698 0.138 0.025
F 3.684 0.687 0.741
F 1.925 1.089 -0.482
F 3.265 -0.551 -0.986
S 1.631 -0.986 1.214
O 2.612 -1.974 1.722
O 1.133 -0.110 2.272
O 0.532 -1.483 0.345
C -6.558 -6.805 -6.740
C -5.748 -5.938 -5.801
C -4.596 -5.142 -6.438
O -3.932 -4.238 -5.492
C -2.848 -3.579 -6.066
N -6.686 -5.053 -5.080
H -6.057 -7.643 -7.225
H -6.950 -6.097 -7.469
H -7.474 -7.175 -6.280
H -5.355 -6.652 -5.078
H -5.006 -4.640 -7.315
H -3.979 -5.935 -6.861
H -2.353 -3.105 -5.219
H -3.217 -2.806 -6.740
H -2.177 -4.342 -6.459
H -7.059 -4.658 -5.931
H -7.464 -5.640 -4.812
C -10.028 1.429 3.288
C -8.675 0.832 2.809
C -7.987 0.038 3.986
O -6.771 -0.533 3.634
C -6.040 -0.987 4.750
N -9.062 -0.087 1.736
H -10.427 0.792 4.077
H -10.719 1.599 2.462
H -9.884 2.410 3.741
H -8.037 1.622 2.412
H -8.606 -0.681 4.523
H -7.986 0.718 4.837
H -5.827 -0.099 5.345
H -5.172 -1.594 4.494
H -6.635 -1.662 5.365
H -9.332 0.430 0.912
H -9.867 -0.641 1.992
C 2.035 -4.092 9.990
C 3.036 -5.216 9.969
C 2.904 -6.355 11.004
O 1.629 -6.887 11.047
C 1.400 -7.917 12.053
N 3.019 -5.797 8.643
H 1.026 -4.497 10.065
H 2.180 -3.558 9.051
H 2.235 -3.338 10.751
H 4.049 -4.834 10.089
H 2.995 -5.846 11.964
H 3.741 -7.049 10.931
H 0.362 -8.244 12.017
H 1.573 -7.546 13.064
H 2.055 -8.775 11.901
H 2.989 -5.072 7.940
H 2.113 -6.198 8.445
C 9.084 -3.803 2.339
C 9.131 -4.648 3.624
C 9.280 -3.898 4.994
O 9.352 -4.826 6.159
C 9.816 -4.270 7.331
N 7.880 -5.379 3.659
H 9.973 -3.175 2.272
H 8.225 -3.159 2.529
H 8.814 -4.410 1.475
H 9.966 -5.344 3.706
H 8.492 -3.151 5.084
H 10.249 -3.399 4.959
H 10.718 -3.679 7.173
H 10.133 -4.965 8.109
H 9.087 -3.585 7.763
H 7.765 -5.762 2.731
H 7.117 -4.718 3.623
C 3.382 -8.315 -2.428
C 3.153 -9.497 -1.537
C 4.468 -10.369 -1.392
O 5.638 -9.616 -1.100
C 6.789 -10.467 -1.093
N 2.921 -8.994 -0.200
H 4.155 -7.621 -2.097
H 2.480 -7.710 -2.522
H 3.786 -8.741 -3.346
H 2.254 -10.035 -1.838
H 4.581 -11.067 -2.222
H 4.351 -11.066 -0.563
H 7.567 -9.812 -0.702
H 7.012 -10.617 -2.150
H 6.708 -11.357 -0.469
H 3.054 -9.786 0.413
H 3.667 -8.353 0.033
C -4.289 3.365 -3.229
C -5.514 3.100 -4.152
O -5.706 1.642 -4.268
O -4.254 2.556 -2.034
H -4.130 4.424 -3.024
H -3.400 3.299 -3.856
H -5.322 3.560 -5.121
H -6.402 3.385 -3.588
H -6.357 1.564 -4.969
H -3.810 3.132 -1.408
C -4.589 -8.142 1.944
C -6.099 -7.953 1.926
O -6.403 -6.634 2.313
O -4.036 -7.418 0.884
H -4.239 -9.172 1.867
H -4.161 -7.660 2.823
H -6.759 -8.604 2.499
H -6.588 -8.152 0.972
H -7.119 -6.704 2.949
H -3.091 -7.583 0.897
C -0.968 7.052 5.869
C -1.995 7.636 4.845
C -2.435 9.012 5.395
C -1.483 10.208 5.142
C -1.074 10.257 3.666
C -0.435 8.964 3.178
N -1.320 7.812 3.529
O -0.931 6.644 2.918
C -0.314 9.043 1.656
C 1.013 8.909 3.721
C -3.241 6.719 4.710
H -1.466 6.720 6.780
H -0.279 7.816 6.231
H -0.423 6.184 5.500
H -3.426 9.245 5.005
H -2.514 8.860 6.471
H -0.620 10.120 5.801
H -2.044 11.093 5.442
H -0.469 11.148 3.497
H -1.989 10.454 3.109
H -1.238 8.996 1.080
H 0.045 10.032 1.373
H 0.358 8.341 1.162
H 1.059 9.185 4.775
H 1.359 7.884 3.585
H 1.783 9.533 3.267
H -3.779 6.590 5.648
H -2.962 5.730 4.345
H -3.922 7.133 3.966
H -0.148 6.485 3.449
C 0.614 7.530 -10.357
C 1.806 8.255 -9.720
C 2.168 7.626 -8.283
C 2.954 6.318 -8.203
C 4.135 6.379 -9.212
C 3.764 6.991 -10.640
N 2.959 8.201 -10.543
O 2.712 8.789 -11.755
C 5.088 7.403 -11.195
C 3.217 5.864 -11.555
C 1.390 9.777 -9.453
H 0.538 6.447 -10.455
H 0.409 7.797 -11.393
H -0.268 7.926 -9.855
H 2.656 8.402 -7.693
H 1.269 7.421 -7.702
H 2.248 5.506 -8.379
H 3.314 6.059 -7.207
H 4.638 5.412 -9.190
H 4.828 7.048 -8.701
H 5.015 7.562 -12.270
H 5.403 8.288 -10.642
H 5.848 6.647 -10.997
H 3.995 5.153 -11.832
H 2.461 5.208 -11.123
H 2.830 6.165 -12.529
H 0.948 10.303 -10.299
H 2.312 10.288 -9.177
H 0.608 9.865 -8.698
H 2.288 8.075 -12.236



# 2
172
Properties=species:S:1:pos:R:3 method="wB97M-V/def2-TZVPD" spin_multiplicity=1 orbital_gap_ev=9.785 largest_force_ha_per_bohr=0.089 smiles=CC(C)O.CC(C)O.CC(C)O.CC(C)O.CC(C)O.COCCOC.COCCOC.COCCOC.COCCOC.COCCOC.COCCOC.COCCOC total_energy_ha=-3133.44629
C -0.623 3.685 -5.721
O -0.548 2.352 -5.283
C -0.045 1.475 -6.236
C 0.018 0.101 -5.663
O -1.029 -0.771 -5.853
C -2.139 -0.380 -5.103
H 0.390 4.114 -5.904
H -1.140 4.225 -4.894
H -1.273 3.775 -6.532
H 0.995 1.728 -6.454
H -0.762 1.505 -7.121
H 0.270 0.250 -4.570
H 0.954 -0.351 -6.142
H -2.540 0.692 -5.394
H -1.819 -0.348 -4.033
H -2.970 -1.067 -5.372
C -5.374 0.691 2.191
O -4.153 1.305 1.719
C -2.993 0.597 2.231
C -2.617 -0.699 1.594
O -3.477 -1.722 2.014
C -3.167 -2.964 1.451
H -5.470 -0.324 1.834
H -6.228 1.355 1.862
H -5.426 0.707 3.310
H -2.970 0.394 3.315
H -2.122 1.248 2.042
H -1.598 -0.888 1.954
H -2.570 -0.637 0.480
H -2.114 -3.163 1.782
H -3.297 -2.896 0.368
H -3.926 -3.677 1.808
C 2.241 -9.341 3.024
O 2.570 -8.220 2.275
C 2.069 -6.991 2.786
C 2.245 -5.930 1.756
O 1.391 -4.864 2.111
C 1.877 -3.640 1.650
H 2.387 -9.080 4.123
H 2.905 -10.138 2.845
H 1.153 -9.610 2.927
H 2.626 -6.730 3.681
H 0.977 -7.086 2.996
H 1.899 -6.368 0.775
H 3.314 -5.651 1.612
H 2.758 -3.236 2.106
H 1.039 -2.937 1.863
H 2.046 -3.618 0.600
C -3.496 3.329 -3.191
O -3.698 1.918 -3.233
C -5.083 1.612 -3.273
C -5.202 0.165 -2.891
O -4.972 -0.082 -1.503
C -5.042 -1.474 -1.222
H -4.196 3.866 -3.835
H -2.471 3.517 -3.465
H -3.601 3.700 -2.093
H -5.605 1.774 -4.273
H -5.651 2.216 -2.569
H -4.431 -0.375 -3.496
H -6.247 -0.122 -3.153
H -4.701 -1.668 -0.176
H -4.329 -2.025 -1.856
H -6.052 -1.886 -1.348
C 3.305 4.757 -4.135
O 2.829 5.348 -3.001
C 2.515 4.360 -2.072
C 1.704 4.953 -0.902
O 0.317 5.192 -1.209
C -0.567 4.108 -0.945
H 3.728 3.779 -3.972
H 4.063 5.306 -4.659
H 2.492 4.552 -4.897
H 3.438 3.841 -1.806
H 1.943 3.592 -2.541
H 2.126 5.883 -0.466
H 1.823 4.188 -0.088
H -0.984 4.060 0.053
H -0.025 3.225 -1.223
H -1.464 4.294 -1.565
C 4.237 2.426 1.063
O 5.053 3.417 1.593
C 5.061 4.641 0.880
C 6.176 4.772 -0.106
O 6.015 3.831 -1.158
C 6.882 2.690 -1.172
H 4.668 1.880 0.265
H 3.401 2.949 0.537
H 3.935 1.745 1.848
H 5.181 5.471 1.621
H 4.022 4.721 0.356
H 7.174 4.740 0.371
H 6.139 5.688 -0.670
H 6.745 2.248 -0.239
H 7.899 3.070 -1.301
H 6.567 2.012 -1.987
C 1.453 -0.179 2.771
O 0.924 -0.422 1.526
C 1.485 0.216 0.402
C 0.511 0.169 -0.630
O -0.656 0.972 -0.400
C -1.769 0.970 -1.283
H 0.873 -0.762 3.447
H 1.304 0.900 3.167
H 2.506 -0.544 2.882
H 2.362 -0.305 0.112
H 1.854 1.235 0.718
H 0.336 -0.884 -0.809
H 0.897 0.535 -1.601
H -2.356 1.792 -0.931
H -2.362 0.064 -1.218
H -1.407 1.138 -2.299
C 5.136 -1.485 -2.412
C 4.141 -2.573 -2.704
C 4.451 -3.868 -1.989
O 2.786 -2.127 -2.380
H 6.072 -1.650 -2.956
H 5.435 -1.402 -1.362
H 4.750 -0.497 -2.712
H 4.239 -2.680 -3.794
H 3.728 -4.656 -2.253
H 4.400 -3.830 -0.903
H 5.409 -4.295 -2.319
H 2.110 -2.815 -2.476
C -3.993 5.235 1.290
C -5.114 4.197 1.113
C -6.459 4.893 1.116
O -5.048 3.325 -0.065
H -3.645 5.650 0.365
H -3.111 4.830 1.766
H -4.329 6.056 1.917
H -5.177 3.423 1.986
H -6.603 5.571 1.972
H -7.139 3.964 1.084
H -6.630 5.433 0.202
H -4.544 2.537 0.126
C 0.191 -4.913 -4.784
C -0.401 -4.069 -3.648
C -1.717 -4.671 -3.272
O 0.475 -4.104 -2.475
H -0.521 -4.900 -5.597
H 0.300 -5.877 -4.364
H 1.172 -4.580 -5.159
H -0.544 -3.008 -3.954
H -2.464 -4.410 -4.031
H -2.038 -4.267 -2.306
H -1.622 -5.754 -3.256
H 0.049 -3.947 -1.632
C -0.946 -3.424 4.543
C -0.499 -3.382 6.002
C 0.949 -3.707 6.083
O -0.660 -2.103 6.647
H -0.309 -2.662 4.031
H -2.001 -3.337 4.389
H -0.669 -4.424 4.215
H -1.176 -4.087 6.539
H 1.152 -3.872 7.148
H 1.572 -2.941 5.589
H 1.154 -4.671 5.630
H -1.605 -1.849 6.830
C 1.544 1.231 7.907
C 0.357 1.243 6.914
C 0.174 2.501 6.133
O 0.503 0.211 5.915
H 1.285 1.936 8.733
H 2.528 1.378 7.367
H 1.615 0.268 8.487
H -0.609 1.136 7.423
H -0.729 2.476 5.570
H 0.901 2.628 5.327
H 0.193 3.417 6.628
H 0.216 -0.670 6.261